C4H4N2O as an isolated structure. Source: OMol25; level of theory: ωB97M-V/def2-TZVPD.

Last column: Mulliken charge in e.
Geometry (Å):
O -2.79033 -1.28326 -0.14578  -0.432
C -2.06360 -0.36887 -0.21262  0.667
C 0.76199 -0.64275 -0.54348  -0.474
C 1.32965 -0.35245 0.63215  -0.389
N 0.80524 0.96485 0.76968  -0.482
C 0.03928 0.68788 -0.48358  0.262
N -1.39479 0.64495 -0.28446  -0.486
H 0.84002 -1.42147 -1.28967  0.370
H 2.03504 -0.82924 1.30649  0.396
H 0.22138 1.14401 1.58243  0.278
H 0.26300 1.42522 -1.25901  0.290

Summary:
relative energy (zero: lowest compared OMol25 entry of this formula, charge and spin): 44.5 kcal/mol
electronic energy: -9238.560 eV
E_HOMO: -0.330 Ha